Entry 1:
Density functional theory data (the ωB97M-V functional and the def2-TZVPD basis) for a structure of composition C5H10 in a non-equilibrium geometry.

Its molecular weight is 70.13 g/mol. Its energy above the lowest of the compared OMol25 structures with the same formula, charge and spin is 535.0 kJ/mol. The calculation puts the total energy at -5341.72135 eV. For the HOMO-LUMO gap, the calculation gives 8.209 eV.

The geometry in ORCA input format:
```
! wB97M-V def2-TZVPD RIJCOSX def2/J DEFGRID3
* xyz 0 1
C 1.471 -0.658 -0.530
C 0.185 -0.754 -1.138
C -0.913 -0.982 -0.271
C -0.290 2.308 0.132
C -0.754 -1.751 0.862
H 1.085 -1.721 -0.875
H 1.706 -0.426 0.497
H 2.231 -0.132 -1.095
H -1.933 -0.569 -0.432
H 0.009 1.289 0.269
H -0.250 2.465 -0.944
H -1.356 2.385 0.344
H 0.157 -2.343 1.043
H -1.653 -2.067 1.392
H 0.304 2.956 0.747
*
```



Entry 2:
Density functional theory data (the ωB97M-V functional and the def2-TZVPD basis) for a cluster of 2 separate species, C5H10 in total in a non-equilibrium geometry.

Its molecular weight is 70.13 g/mol. Its energy above the lowest of the compared OMol25 structures with the same formula, charge and spin is 512.5 kJ/mol. The calculation puts the total energy at -5341.95453 eV. For the HOMO-LUMO gap (spin up / spin down), the calculation gives 9.055 / 8.333 eV.

The geometry in ORCA input format:
```
! wB97M-V def2-TZVPD RIJCOSX def2/J DEFGRID3
* xyz 0 1
C -1.334 -1.093 1.815
C -0.961 -1.414 0.591
C -0.229 1.593 0.026
C 0.858 -0.245 -1.474
C 0.680 0.374 -0.121
H -2.141 -1.625 2.391
H -0.945 -0.294 2.374
H -1.238 -2.205 -0.090
H -0.821 1.624 -0.759
H 0.527 2.474 0.155
H -0.820 1.654 0.989
H 1.567 -1.015 -1.578
H -0.003 -0.743 -1.823
H 1.042 0.530 -2.125
H 1.633 0.305 0.532
*
```



Entry 3:
Density functional theory data (the ωB97M-V functional and the def2-TZVPD basis) for the molecule C5H10 in a non-equilibrium geometry.

Its molecular weight is 70.13 g/mol. Its energy above the lowest of the compared OMol25 structures with the same formula, charge and spin is 188.6 kJ/mol. The calculation puts the total energy at -5345.31177 eV. For the HOMO-LUMO gap, the calculation gives 10.937 eV.

The geometry in ORCA input format:
```
! wB97M-V def2-TZVPD RIJCOSX def2/J DEFGRID3
* xyz 0 1
C -1.574 -0.463 1.048
C -0.228 -0.144 0.417
C 0.471 1.192 0.107
C 1.299 0.500 -1.001
C 0.476 -0.803 -0.798
H -1.426 -1.216 1.922
H -2.022 0.396 1.549
H -2.260 -0.938 0.361
H 0.141 -0.546 1.367
H -0.136 2.028 -0.244
H 1.058 1.542 0.959
H 2.366 0.406 -0.772
H 1.214 0.963 -1.991
H 1.066 -1.679 -0.515
H -0.135 -1.077 -1.668
*
```



Entry 4:
Density functional theory data (the ωB97M-V functional and the def2-TZVPD basis) for the molecule C5H10.

Its molecular weight is 70.13 g/mol. Its energy above the lowest of the compared OMol25 structures with the same formula, charge and spin is 103.5 kJ/mol. The calculation puts the total energy at -5346.19359 eV. For the HOMO-LUMO gap, the calculation gives 11.434 eV.

The geometry in ORCA input format:
```
! wB97M-V def2-TZVPD RIJCOSX def2/J DEFGRID3
* xyz 0 1
C -1.290 -1.295 -0.016
C -1.063 0.150 0.456
C 0.141 0.862 -0.157
C 1.271 0.109 -0.803
C 1.497 0.842 0.487
H -0.795 -2.022 0.638
H -2.358 -1.537 -0.021
H -0.913 -1.440 -1.032
H -1.947 0.747 0.210
H -0.991 0.171 1.551
H -0.102 1.802 -0.648
H 1.694 0.518 -1.716
H 1.250 -0.976 -0.776
H 1.617 0.251 1.391
H 2.090 1.753 0.473
*
```



Entry 5:
Density functional theory data (the ωB97M-V functional and the def2-TZVPD basis) for the molecule C5H10 in a non-equilibrium geometry.

Its molecular weight is 70.13 g/mol. Its energy above the lowest of the compared OMol25 structures with the same formula, charge and spin is 107.8 kJ/mol. The calculation puts the total energy at -5346.14856 eV. For the HOMO-LUMO gap, the calculation gives 12.037 eV.

The geometry in ORCA input format:
```
! wB97M-V def2-TZVPD RIJCOSX def2/J DEFGRID3
* xyz 0 1
C -0.055 -1.068 0.451
C -1.061 -0.482 -0.546
C -0.013 0.391 -1.261
C 0.591 1.124 0.066
C 0.520 0.099 1.228
H 0.788 -1.180 -0.277
H -0.351 -1.955 1.022
H -1.531 -1.280 -1.133
H -1.857 0.138 -0.116
H -0.320 1.184 -1.934
H 0.498 -0.330 -1.939
H -0.174 1.891 0.244
H 1.559 1.641 0.026
H -0.113 0.441 2.059
H 1.491 -0.176 1.662
*
```



Entry 6:
Density functional theory data (the ωB97M-V functional and the def2-TZVPD basis) for a structure of composition C5H10.

Its molecular weight is 70.13 g/mol. Its energy above the lowest of the compared OMol25 structures with the same formula, charge and spin is 596.1 kJ/mol. The calculation puts the total energy at -5341.08734 eV. For the HOMO-LUMO gap, the calculation gives 7.645 eV.

The geometry in ORCA input format:
```
! wB97M-V def2-TZVPD RIJCOSX def2/J DEFGRID3
* xyz 0 1
C 1.789 -0.070 0.198
C 0.392 -0.143 -0.049
C -0.720 -0.937 0.598
C -1.694 -0.208 -0.370
C -0.547 0.720 -0.861
H 2.219 0.975 1.449
H 2.271 -0.897 0.712
H 2.411 0.490 -0.495
H 1.095 0.637 0.926
H -0.674 -2.029 0.493
H -0.912 -0.711 1.658
H -2.537 0.299 0.107
H -2.079 -0.861 -1.157
H -0.654 1.761 -0.518
H -0.385 0.742 -1.947
*
```



Entry 7:
Density functional theory data (the ωB97M-V functional and the def2-TZVPD basis) for a structure of composition C5H10BF4N2O7P2Re.

Its molecular weight is 545.10 g/mol. Its energy above the lowest of the compared OMol25 structures with the same formula, charge and spin is 132.1 kJ/mol. The calculation puts the total energy at -54918.89125 eV. For the HOMO-LUMO gap (spin up / spin down), the calculation gives 7.174 / 7.994 eV. Its expectation value of S² is 0.87.

The geometry in ORCA input format:
```
! wB97M-V def2-TZVPD RIJCOSX def2/J DEFGRID3
* xyz 1 2
Re 0.460 -0.850 0.350
O 0.881 -0.012 4.071
P -0.117 -1.092 3.548
O -1.376 -1.222 4.230
O -0.322 -0.650 1.967
O 0.728 -2.432 3.335
P 2.049 -2.716 2.458
O 3.011 -1.541 2.958
O 2.570 -4.057 2.555
O 1.577 -2.220 1.023
H 1.827 -0.211 3.962
H 3.900 -1.866 3.161
F 1.103 -0.756 -4.027
B 2.043 -1.650 -3.720
F 1.212 -0.932 -1.329
F 3.272 -1.248 -3.516
F 1.704 -2.912 -3.615
C -2.137 1.879 -3.595
C -1.742 1.635 -2.185
C -2.054 2.325 -1.013
C -1.394 1.692 0.019
N -0.699 0.626 -0.489
N -0.944 0.632 -1.835
C -1.410 2.070 1.456
H -2.780 2.752 -3.659
H -2.673 1.020 -3.998
H -1.256 2.046 -4.215
H -2.682 3.195 -0.929
H -0.487 -0.032 -2.448
H -1.981 2.988 1.573
H -0.403 2.240 1.837
H -1.879 1.299 2.068
*
```



Entry 8:
Density functional theory data (the ωB97M-V functional and the def2-TZVPD basis) for a cluster of 2 separate species, C5H10BN in total in a non-equilibrium geometry.

Its molecular weight is 94.95 g/mol. Its energy above the lowest of the compared OMol25 structures with the same formula, charge and spin is 552.7 kJ/mol. The calculation puts the total energy at -7508.63942 eV. For the HOMO-LUMO gap (spin up / spin down), the calculation gives 6.590 / 6.589 eV.

The geometry in ORCA input format:
```
! wB97M-V def2-TZVPD RIJCOSX def2/J DEFGRID3
* xyz 0 1
B 0.028 1.127 -1.206
C 1.102 0.888 -2.206
C -1.279 1.906 -0.918
C 1.569 -1.068 0.983
C -0.911 -0.870 1.201
C 0.214 -1.208 0.338
N 1.837 0.281 -2.877
H -1.847 1.527 -0.131
H -1.972 1.929 -1.906
H -1.067 3.042 -0.823
H 1.595 -0.096 1.374
H 2.487 -1.273 0.280
H 1.691 -1.698 1.772
H -0.596 -0.086 1.839
H -1.871 -0.545 0.559
H -1.198 -1.730 1.964
H 0.219 -2.126 -0.243
*
```



Entry 9:
Density functional theory data (the ωB97M-V functional and the def2-TZVPD basis) for the molecule C5H10BN in a non-equilibrium geometry.

Its molecular weight is 94.95 g/mol. Its energy above the lowest of the compared OMol25 structures with the same formula, charge and spin is 135.4 kJ/mol. The calculation puts the total energy at -7512.96457 eV. For the HOMO-LUMO gap, the calculation gives 9.563 eV.

The geometry in ORCA input format:
```
! wB97M-V def2-TZVPD RIJCOSX def2/J DEFGRID3
* xyz 0 1
C 1.628 1.142 -0.340
B 0.141 0.472 -0.211
C -1.116 1.102 -0.924
C -2.185 0.131 -0.595
C -1.816 -0.881 0.173
N -0.243 -0.597 0.525
C 0.565 -1.552 1.235
H 1.847 1.974 -1.006
H 2.352 0.258 -0.404
H 1.877 1.612 0.546
H -1.445 2.054 -0.682
H -1.037 1.139 -2.084
H -3.256 0.191 -0.952
H -2.406 -1.681 0.624
H 0.210 -1.486 2.300
H 0.692 -2.617 0.847
H 1.527 -1.127 1.252
*
```



Entry 10:
Density functional theory data (the ωB97M-V functional and the def2-TZVPD basis) for a structure of composition C5H10BeO3 in a non-equilibrium geometry.

Its molecular weight is 127.14 g/mol. Its energy above the lowest of the compared OMol25 structures with the same formula, charge and spin is 273.8 kJ/mol. The calculation puts the total energy at -11886.46596 eV. For the HOMO-LUMO gap, the calculation gives 6.433 eV.

The geometry in ORCA input format:
```
! wB97M-V def2-TZVPD RIJCOSX def2/J DEFGRID3
* xyz 0 1
C -0.030 2.260 -0.294
O -1.204 1.411 -0.500
C -1.555 0.485 0.490
C -1.244 -0.951 0.110
O 0.169 -1.108 -0.054
C 0.634 -2.437 -0.220
H -0.080 3.026 -1.086
H -0.135 2.754 0.693
H -2.638 0.547 0.672
H -1.023 0.710 1.433
H -1.753 -1.239 -0.823
H -1.571 -1.624 0.916
H 1.719 -2.372 -0.366
H 0.393 -3.020 0.680
H 0.133 -2.908 -1.077
Be 0.851 0.352 -0.595
O 2.055 0.632 0.693
C 2.248 1.346 -0.390
H 3.030 2.135 -0.280
*
```



Entry 11:
Density functional theory data (the ωB97M-V functional and the def2-TZVPD basis) for a structure of composition C5H10BrCoO3 in a non-equilibrium geometry.

Its molecular weight is 256.97 g/mol. The calculation puts the total energy at -119154.77970 eV. For the HOMO-LUMO gap (spin up / spin down), the calculation gives 8.489 / 6.789 eV. Its expectation value of S² is 6.01.

The geometry in ORCA input format:
```
! wB97M-V def2-TZVPD RIJCOSX def2/J DEFGRID3
* xyz 0 5
Co -2.650 3.027 -0.902
Br -2.050 0.744 -0.112
O 0.988 2.066 -1.603
C 1.451 0.912 -1.498
O 2.768 0.690 -1.153
C 3.168 -0.656 -1.429
C 1.902 -1.473 -1.718
C 0.883 -0.400 -2.091
H 3.777 -0.936 -0.569
H 3.939 -0.625 -2.199
H 1.384 -1.958 -0.890
H 2.138 -2.238 -2.458
H -0.171 -0.609 -1.910
H 0.858 -0.029 -3.116
C -3.266 0.285 3.853
O -2.109 0.102 3.270
H -3.539 -0.727 4.151
H -3.225 0.783 4.822
H -4.027 0.734 3.215
H -2.219 0.308 2.339
*
```



Entry 12:
Density functional theory data (the ωB97M-V functional and the def2-TZVPD basis) for a cluster of 2 separate species, C5H10BrP in total in a non-equilibrium geometry.

Its molecular weight is 181.01 g/mol. Its energy above the lowest of the compared OMol25 structures with the same formula, charge and spin is 368.6 kJ/mol. The calculation puts the total energy at -84673.83240 eV. For the HOMO-LUMO gap (spin up / spin down), the calculation gives 8.014 / 7.070 eV.

The geometry in ORCA input format:
```
! wB97M-V def2-TZVPD RIJCOSX def2/J DEFGRID3
* xyz 0 1
C 0.369 0.106 -0.852
C -0.895 -0.042 -0.664
C 0.667 2.396 0.112
C -1.489 -3.606 0.364
C 1.252 1.362 -0.823
P -1.060 -3.313 -1.382
Br 1.085 -3.198 -1.164
H 1.098 -0.883 -0.935
H -1.794 -0.569 -0.692
H 0.283 1.994 0.952
H -0.256 2.780 -0.318
H 1.435 3.126 0.465
H -0.893 -4.389 0.685
H -2.527 -3.895 0.490
H -1.080 -2.696 0.993
H 2.260 1.002 -0.353
H 1.514 1.581 -1.900
*
```